# 1
Entry from the OMol25 dataset: a cluster of 2 separate species, C11H16N4 in total in a non-equilibrium geometry (ωB97M-V/def2-TZVPD).

Calculated values
<S²> ... 2.011
Largest force on an atom ... 4.0 eV/A
HOMO energy (spin up / spin down) ... -5.19 / -8.90 eV
Gap between HOMO and LUMO (spin up / spin down) ... 0.216 / 0.254 Ha
Calculated total energy ... -17619.943 eV
Multiplicity ... 3

Each line ends with the natural charge from an NBO analysis.
Positions of all 31 atoms, in Å:
C: 3.206 -1.881 -0.247  0.17
C: 2.793 2.592 -0.555  -0.08
C: 1.919 1.545 -0.302  -0.12
C: 3.986 0.886 -0.149  0.18
C: -3.989 0.213 -0.281  -0.38
C: -3.099 -0.890 -0.953  -0.42
C: -3.196 1.323 0.357  -0.48
C: -1.636 -0.640 -0.715  -0.26
C: -2.125 0.623 1.144  0.15
C: 1.467 -1.218 1.243  -0.72
C: 2.474 -0.908 0.262  0.24
N: 3.857 -2.912 -0.424  -0.67
N: 4.088 2.180 -0.436  -0.45
N: 2.728 0.443 -0.099  -0.37
N: -1.523 -0.376 0.690  -0.44
H: 2.529 3.595 -0.424  0.20
H: 0.840 1.302 -0.300  0.22
H: 4.918 0.272 -0.153  0.22
H: -4.680 0.701 -0.955  0.21
H: -4.497 -0.208 0.495  0.20
H: -3.411 -1.727 -0.307  0.21
H: -3.314 -1.181 -1.976  0.22
H: -2.748 1.957 -0.372  0.22
H: -3.786 1.946 0.976  0.22
H: -0.857 -1.413 -0.878  0.22
H: -1.349 0.356 -1.301  0.17
H: -1.996 0.876 2.175  0.18
H: 3.643 -3.403 -1.299  0.40
H: 1.712 -0.746 2.155  0.23
H: 0.441 -1.072 1.090  0.28
H: 1.606 -2.236 1.539  0.23

# 2
Entry from the OMol25 dataset: a structure of composition C26H35EuO2 in a non-equilibrium geometry (ωB97M-V/def2-TZVPD).

Calculated values
<S²> ... 15.762
Largest force on an atom ... 5.1 eV/A
HOMO energy (spin up / spin down) ... -1.39 / -1.43 eV
Energy above the lowest of the compared OMol25 structures with the same formula, charge and spin ... 3.134 eV
Gap between HOMO and LUMO (spin up / spin down) ... 0.120 / 0.122 Ha
Total charge ... -1
Calculated total energy ... -50948.384 eV
Multiplicity ... 8

Each line ends with the Mulliken spin population.
Positions of all 64 atoms, in Å:
O: 0.278 0.165 -5.954  0.00
C: 0.085 1.473 -6.582  0.00
C: -0.165 0.895 -7.995  0.00
H: 0.985 2.091 -6.515  0.00
H: -0.782 1.986 -6.159  0.00
C: 0.063 -0.478 -7.260  0.00
H: 0.608 1.144 -8.734  0.00
H: -1.187 1.037 -8.371  0.00
C: 1.299 -1.227 -7.735  0.00
H: 2.174 -0.564 -7.754  0.00
H: 1.150 -1.638 -8.743  0.00
H: 1.500 -2.066 -7.055  0.00
C: -1.165 -1.375 -7.235  0.00
H: -2.047 -0.813 -6.902  0.00
H: -0.989 -2.210 -6.543  0.00
H: -1.370 -1.794 -8.228  0.00
Eu: -0.281 -0.124 1.784  6.86
C: -2.344 -0.644 3.292  -0.02
C: -2.097 0.757 3.459  -0.01
C: -2.261 1.419 2.197  0.01
H: -1.667 1.224 4.354  0.01
C: -2.657 0.413 1.237  0.01
C: -2.696 -0.863 1.913  0.02
H: -2.868 -1.851 1.427  0.00
H: -2.214 -1.427 4.069  0.00
H: -1.950 2.465 1.966  0.00
H: -2.774 0.575 0.144  0.00
C: 0.886 -1.691 3.583  -0.02
C: 0.107 -2.511 2.697  0.00
C: 0.676 -2.401 1.379  0.00
H: -0.827 -3.048 2.966  0.01
C: 1.815 -1.500 1.458  0.02
C: 1.934 -1.069 2.826  -0.02
H: 2.625 -0.284 3.194  0.01
H: 0.653 -1.508 4.647  0.00
H: 0.220 -2.799 0.449  0.00
H: 2.366 -1.061 0.592  0.00
O: 0.100 0.482 -0.286  0.06
C: -0.338 -0.468 -1.287  0.02
C: -0.634 0.461 -2.434  0.01
H: -1.197 -1.064 -0.893  -0.01
H: 0.539 -1.116 -1.436  0.00
C: 0.281 1.689 -2.168  0.00
H: -1.684 0.787 -2.359  0.00
H: -0.453 -0.019 -3.387  0.00
C: 0.240 1.875 -0.677  0.00
H: -0.032 2.582 -2.679  0.00
H: 1.309 1.417 -2.458  0.00
H: -0.660 2.408 -0.320  0.00
H: 1.151 2.232 -0.166  0.00
C: 0.666 1.519 4.274  0.02
C: 0.870 0.915 5.516  0.00
C: -0.194 0.384 6.299  0.00
C: 0.043 -0.101 7.554  0.00
C: 1.346 -0.142 8.074  0.00
C: 2.412 0.313 7.289  0.00
C: 2.198 0.801 6.025  0.00
H: 0.676 0.905 3.354  0.01
H: 0.322 2.573 4.066  0.00
H: -1.230 0.394 5.918  0.00
H: -0.788 -0.448 8.146  0.00
H: 1.518 -0.532 9.096  0.00
H: 3.421 0.284 7.682  0.00
H: 3.032 1.169 5.390  0.00

> The lowest largest force on an atom belongs to which entry?

C11H16N4